1 | ORCA calculation (ωB97M-V/def2-TZVPD) on a molecular structure, FH3N2.

CARTESIAN COORDINATES (ANGSTROEM)
H  -0.348  -1.314  -0.800
H  0.209  1.352  0.763
N  0.284  -0.899  -0.121
N  -0.405  0.845  0.119
H  -1.260  0.708  0.660
F  1.520  -0.693  -0.622

Computed properties:
HOMO ... -0.35166 hartree
Frontier orbital gap ... 10.06 eV
Total charge ... 0

The computed Löwdin charges, all in e, follow:
1. H 0.067
2. H 0.015
3. N -0.011
4. N 0.033
5. H 0.010
6. F -0.115



2 | ORCA calculation (ωB97M-V/def2-TZVPD) on 2 unconnected molecules or ions with the total composition FH3N2.

CARTESIAN COORDINATES (ANGSTROEM)
H  -0.718  -1.412  0.809
H  1.182  0.287  0.279
F  -0.817  1.055  0.908
N  -0.769  0.193  -0.171
N  0.513  0.231  -0.524
H  0.609  -0.354  -1.301

Computed properties:
HOMO (spin up / spin down) ... -0.32123 / -0.34424 hartree
Frontier orbital gap (spin up / spin down) ... 8.65 / 9.59 eV
Total charge ... 0

The computed Löwdin charges, all in e, follow:
1. H 0.100
2. H 0.124
3. F -0.135
4. N -0.122
5. N -0.039
6. H 0.071



Tell me which of them is the least stable. Sure, it is 2.



1 | ORCA calculation (ωB97M-V/def2-TZVPD) on C3H4F2O in the gas phase.

CARTESIAN COORDINATES (ANGSTROEM)
F  -0.091  -3.615  0.631
C  -0.153  0.242  0.383
H  0.300  1.067  -0.172
C  0.136  -1.035  -0.321
F  0.412  -2.032  2.137
C  0.298  -2.349  0.811
H  -1.228  0.335  0.449
H  -0.415  -1.273  -1.228
H  0.126  0.210  1.335
O  1.277  -1.786  -0.009

Computed properties:
HOMO ... -0.35214 hartree
Frontier orbital gap ... 10.51 eV
Total charge ... 0

The computed Löwdin charges, all in e, follow:
1. F 0.137
2. C -0.045
3. H 0.094
4. C -0.158
5. F 0.104
6. C -0.427
7. H 0.094
8. H 0.134
9. H 0.026
10. O 0.044



2 | ORCA calculation (ωB97M-V/def2-TZVPD) on C3H4F2O in the gas phase.

CARTESIAN COORDINATES (ANGSTROEM)
C  -0.471  -0.077  0.648
F  -0.502  0.151  -1.662
H  1.366  -0.044  -0.103
H  0.624  -1.170  -0.771
H  1.340  -1.735  1.074
C  -0.681  0.764  -0.501
O  -0.996  0.163  1.753
C  0.764  -0.973  0.248
H  -1.681  1.257  -0.260
F  0.237  1.662  -0.425

Computed properties:
HOMO ... -0.37979 hartree
Frontier orbital gap ... 10.94 eV
Total charge ... 0

The computed Löwdin charges, all in e, follow:
1. C -0.341
2. F 0.102
3. H 0.111
4. H 0.033
5. H 0.170
6. C -0.497
7. O 0.088
8. C 0.008
9. H 0.191
10. F 0.136



Tell me which of them is the least stable. Sure, it is 1.



1 | ORCA calculation (ωB97M-V/def2-TZVPD) on 2 unconnected molecules or ions with the total composition C3H4F2O.

CARTESIAN COORDINATES (ANGSTROEM)
O  3.189  1.159  0.110
C  -1.088  -0.309  0.365
C  -2.324  0.051  0.050
H  1.917  0.329  -1.070
C  2.685  0.206  -0.337
F  -2.914  1.261  -0.085
H  -0.817  -1.315  0.480
H  -0.273  0.278  0.518
F  -3.263  -0.869  -0.116
H  2.888  -0.791  0.084

Computed properties:
HOMO ... -0.37930 hartree
Frontier orbital gap ... 11.08 eV
Total charge ... 0

The computed Löwdin charges, all in e, follow:
1. O 0.028
2. C 0.102
3. C -0.394
4. H 0.064
5. C -0.179
6. F 0.104
7. H 0.060
8. H 0.022
9. F 0.107
10. H 0.084



2 | ORCA calculation (ωB97M-V/def2-TZVPD) on 2 unconnected molecules or ions with the total composition C3H4F2O.

CARTESIAN COORDINATES (ANGSTROEM)
H  -0.757  -1.233  -1.685
C  -0.151  0.979  1.392
H  -1.150  0.796  1.648
O  0.446  1.991  1.651
C  -0.319  -0.296  -1.153
H  0.448  0.205  -1.837
F  1.786  -0.539  -0.036
C  0.516  -0.597  0.099
F  0.233  -1.719  0.738
H  -1.052  0.412  -0.816

Computed properties:
HOMO ... -0.32176 hartree
Frontier orbital gap ... 9.55 eV
Total charge ... 0

The computed Löwdin charges, all in e, follow:
1. H 0.118
2. C -0.071
3. H 0.067
4. O 0.037
5. C -0.007
6. H 0.109
7. F 0.139
8. C -0.527
9. F 0.089
10. H 0.047



3 | ORCA calculation (ωB97M-V/def2-TZVPD) on 2 unconnected molecules or ions with the total composition C3H4F2O.

CARTESIAN COORDINATES (ANGSTROEM)
F  2.905  -0.321  0.002
C  -1.558  0.127  0.088
H  -0.854  1.826  0.014
F  1.277  0.996  0.747
C  1.510  -0.254  0.140
H  0.533  -2.078  -0.806
C  0.599  -1.077  -0.282
H  -1.208  0.165  1.171
O  -1.437  1.303  -0.491
H  -1.766  -0.687  -0.584

Computed properties:
HOMO (spin up / spin down) ... -0.31600 / -0.31559 hartree
Frontier orbital gap (spin up / spin down) ... 8.28 / 8.26 eV
Total charge ... 0

The computed Löwdin charges, all in e, follow:
1. F 0.007
2. C -0.003
3. H 0.078
4. F -0.012
5. C -0.413
6. H 0.062
7. C 0.066
8. H 0.120
9. O 0.024
10. H 0.072



Tell me which of them is the least stable. Sure, it is 3.



1 | ORCA calculation (ωB97M-V/def2-TZVPD) on 3 unconnected molecules or ions with the total composition C2H12NO2S.

CARTESIAN COORDINATES (ANGSTROEM)
H  -0.757  3.173  -0.128
H  -2.735  -1.708  -1.479
H  -0.160  0.155  1.124
H  3.033  -0.572  -0.186
N  -0.310  -0.600  0.434
O  -2.708  -0.768  -1.545
C  2.217  -0.371  0.521
S  2.015  1.394  0.893
H  2.065  1.327  2.228
H  -2.007  2.312  -0.335
O  -1.027  2.274  -0.325
H  -0.974  -0.156  -0.211
H  -0.698  -1.365  0.983
H  2.589  -0.903  1.402
H  -3.590  -0.536  -1.824
H  0.968  -0.643  -1.205
C  1.006  -0.962  -0.165
H  1.072  -2.049  -0.181

Computed properties:
HOMO ... -0.48814 hartree
Frontier orbital gap ... 10.12 eV
Total charge ... +1

The computed Löwdin charges, all in e, follow:
1. H 0.045
2. H 0.032
3. H 0.110
4. H 0.091
5. N 0.161
6. O -0.028
7. C -0.526
8. S 0.781
9. H -0.120
10. H 0.065
11. O -0.083
12. H 0.109
13. H 0.171
14. H 0.089
15. H 0.053
16. H 0.136
17. C -0.220
18. H 0.134



2 | ORCA calculation (ωB97M-V/def2-TZVPD) on 3 unconnected molecules or ions with the total composition C2H12NO2S.

CARTESIAN COORDINATES (ANGSTROEM)
H  -0.344  -1.072  0.837
H  0.276  1.393  1.476
H  0.310  -1.313  -0.695
S  -2.160  1.511  1.198
O  1.967  -1.903  1.651
H  2.307  -1.190  -4.005
H  0.607  1.037  -1.312
H  2.699  -2.069  2.307
H  -0.037  2.660  0.433
O  1.669  -1.749  -3.565
H  0.920  -2.059  -4.075
H  1.164  -0.675  0.575
H  -0.972  0.500  -1.150
C  -0.354  1.615  0.596
H  -2.654  1.190  -0.031
H  2.419  -2.406  0.934
N  0.263  -0.652  0.091
C  -0.060  0.668  -0.549

Computed properties:
HOMO ... -0.47584 hartree
Frontier orbital gap ... 9.68 eV
Total charge ... +1

The computed Löwdin charges, all in e, follow:
1. H 0.184
2. H 0.077
3. H 0.164
4. S 0.705
5. O -0.073
6. H 0.037
7. H 0.133
8. H 0.106
9. H 0.085
10. O -0.061
11. H 0.038
12. H 0.102
13. H 0.112
14. C -0.493
15. H -0.136
16. H 0.084
17. N 0.156
18. C -0.219



Tell me which of them is the least stable. Sure, it is 2.



1 | ORCA calculation (ωB97M-V/def2-TZVPD) on 9 unconnected molecules or ions with the total composition H17O9.

CARTESIAN COORDINATES (ANGSTROEM)
O  25.151  6.690  20.833
H  21.352  3.940  21.079
H  20.614  8.986  17.270
H  21.748  7.972  17.274
O  20.884  8.151  16.880
H  24.570  6.049  20.365
O  23.458  5.162  19.307
H  26.739  5.924  18.831
H  23.734  6.910  18.041
O  23.570  2.829  20.714
H  25.509  5.055  18.719
H  24.859  6.657  21.748
O  21.808  7.057  20.427
H  21.211  7.001  19.672
H  24.682  7.451  16.987
H  20.853  5.387  21.015
H  23.574  3.530  20.028
H  22.512  4.079  18.040
H  23.094  5.541  18.500
O  20.789  4.573  21.540
O  23.761  7.480  17.258
H  22.479  6.353  20.248
H  22.687  3.131  16.851
O  22.037  3.420  17.497
H  24.451  2.451  20.683
O  26.340  5.258  18.264

Computed properties:
HOMO ... -0.24753 hartree
Frontier orbital gap ... 10.02 eV
Total charge ... -1

The computed Löwdin charges, all in e, follow:
1. O -0.094
2. H 0.008
3. H 0.027
4. H -0.011
5. O -0.067
6. H -0.028
7. O -0.394
8. H 0.021
9. H 0.003
10. O -0.089
11. H -0.014
12. H 0.029
13. O -0.094
14. H 0.026
15. H 0.044
16. H -0.010
17. H -0.025
18. H -0.021
19. H -0.054
20. O -0.079
21. O -0.051
22. H -0.010
23. H 0.024
24. O -0.077
25. H 0.018
26. O -0.081



2 | ORCA calculation (ωB97M-V/def2-TZVPD) on 9 unconnected molecules or ions with the total composition H17O9.

CARTESIAN COORDINATES (ANGSTROEM)
H  0.798  -0.232  1.430
H  -0.667  0.242  -1.722
H  -2.523  2.212  -1.250
O  0.200  0.325  2.067
H  -0.415  -1.485  0.785
H  -2.163  2.349  1.142
H  2.559  2.937  0.302
H  -0.730  -1.783  -0.647
H  0.551  -3.945  -0.010
O  -1.569  2.820  1.730
O  2.623  2.802  1.250
O  -1.221  0.186  -2.473
O  1.484  -3.696  0.029
H  1.477  -1.078  -1.241
H  -3.075  1.042  -0.566
O  -3.366  1.901  -0.908
H  2.561  -1.016  0.497
H  1.375  -2.743  0.232
O  -1.136  -1.821  0.226
H  -0.668  2.488  1.764
O  1.616  -0.883  0.430
H  -0.565  0.620  1.573
H  -0.808  -0.247  -3.214
H  1.924  -1.990  -2.424
H  2.214  1.927  1.324
O  1.218  -1.407  -2.148

Computed properties:
HOMO ... -0.23189 hartree
Frontier orbital gap ... 9.46 eV
Total charge ... -1

The computed Löwdin charges, all in e, follow:
1. H -0.054
2. H -0.006
3. H 0.025
4. O -0.142
5. H -0.003
6. H -0.001
7. H 0.024
8. H 0.002
9. H 0.018
10. O -0.059
11. O -0.069
12. O -0.041
13. O -0.106
14. H -0.019
15. H 0.034
16. O -0.062
17. H -0.014
18. H -0.028
19. O -0.069
20. H 0.010
21. O -0.366
22. H -0.022
23. H 0.027
24. H 0.022
25. H 0.012
26. O -0.114



Tell me which of them is the least stable. Sure, it is 2.



1 | ORCA calculation (ωB97M-V/def2-TZVPD) on 2 unconnected molecules or ions with the total composition C6H12O3.

CARTESIAN COORDINATES (ANGSTROEM)
C  -1.012  -0.173  -1.617
H  0.376  -1.757  -2.117
H  -1.357  -0.617  -2.558
C  0.253  -1.315  -1.135
H  0.085  2.476  0.728
H  1.208  -0.874  -0.881
H  2.154  -0.088  2.643
O  -2.369  0.728  0.132
C  0.662  0.530  1.286
O  -0.586  1.080  -1.793
O  -2.598  -1.448  -0.308
H  1.738  1.933  0.132
C  1.818  -0.342  1.633
H  2.659  -0.185  0.960
H  0.024  1.433  -0.878
H  1.538  -1.394  1.627
H  -3.045  0.520  0.798
C  -2.077  -0.390  -0.556
H  0.019  -2.120  -0.445
C  0.764  1.656  0.519
H  -0.255  0.345  1.829

Computed properties:
HOMO ... -0.34432 hartree
Frontier orbital gap ... 9.86 eV
Total charge ... 0

The computed Löwdin charges, all in e, follow:
1. C -0.324
2. H 0.049
3. H 0.146
4. C 0.012
5. H 0.091
6. H 0.037
7. H 0.089
8. O 0.099
9. C -0.189
10. O -0.081
11. O 0.090
12. H 0.087
13. C -0.103
14. H 0.081
15. H 0.111
16. H 0.075
17. H 0.133
18. C -0.514
19. H 0.061
20. C -0.058
21. H 0.107



2 | ORCA calculation (ωB97M-V/def2-TZVPD) on C6H12O3 in the gas phase.

CARTESIAN COORDINATES (ANGSTROEM)
H  -0.127  -2.262  -0.749
C  -1.686  0.018  -0.835
O  1.175  -2.209  0.830
H  -0.147  2.293  -0.968
H  -1.274  2.419  0.409
H  1.933  -1.461  1.239
C  0.786  -1.765  -0.395
H  0.073  0.114  2.185
H  -1.456  0.233  -1.888
O  2.052  0.190  0.561
H  -1.939  -1.046  -0.743
O  -1.855  -0.376  1.895
C  -0.349  1.944  0.055
H  1.393  -1.514  -1.444
C  -0.497  0.410  0.049
H  2.849  0.145  0.027
H  -2.580  0.591  -0.553
H  1.152  0.255  -1.386
H  0.473  2.275  0.701
C  -0.779  -0.008  1.481
C  0.800  -0.245  -0.472

Computed properties:
HOMO ... -0.34349 hartree
Frontier orbital gap ... 9.74 eV
Total charge ... 0

The computed Löwdin charges, all in e, follow:
1. H 0.123
2. C -0.034
3. O -0.082
4. H 0.093
5. H 0.095
6. H 0.205
7. C -0.299
8. H 0.139
9. H 0.095
10. O -0.107
11. H 0.086
12. O 0.074
13. C -0.034
14. H 0.157
15. C -0.497
16. H 0.072
17. H 0.096
18. H 0.140
19. H 0.086
20. C -0.214
21. C -0.192



Tell me which of them is the least stable. Sure, it is 2.